{
  "formula": "C14H21CuN5O2S3",
  "method": "ωB97M-V/def2-TZVPD",
  "lumo_ev": 2.76,
  "homo_ev": -3.45,
  "total_charge": -1,
  "relative_energy_ev": 0.232,
  "orbital_gap_ev": 6.22,
  "symbols": ["Cu", "C", "C", "N", "C", "S", "N", "N", "C", "C", "C", "C", "C", "C", "C", "N", "H", "H", "H", "H", "H", "H", "H", "H", "H", "H", "H", "H", "H", "O", "S", "C", "C", "C", "C", "H", "H", "H", "H", "H", "H", "H", "H", "O", "S", "N"],
  "positions_angstrom": [[-0.5284, 0.5675, 0.0382], [0.0924, -3.9354, 3.0238], [-0.0199, -2.8265, 4.0620], [-0.9512, -1.7830, 3.6845], [-0.6188, -0.8687, 2.7044], [-1.9132, -0.1454, 1.8532], [0.6669, -0.6183, 2.5684], [0.9330, 0.1775, 1.5043], [1.9947, 0.8906, 1.5125], [2.9951, 0.9500, 2.6239], [2.1971, 1.7072, 0.2955], [3.4414, 2.2347, -0.0441], [3.5523, 2.9915, -1.1968], [2.4274, 3.1943, -1.9806], [1.2309, 2.6257, -1.5714], [1.1143, 1.9211, -0.4580], [0.7367, -4.7431, 3.3756], [0.5095, -3.5435, 2.0975], [-0.8872, -4.3601, 2.7981], [0.9511, -2.3529, 4.2012], [-0.3312, -3.2279, 5.0315], [-1.9181, -2.0611, 3.6006], [2.5744, 0.4842, 3.5119], [3.2749, 1.9810, 2.8457], [3.9094, 0.4100, 2.3614], [4.3040, 2.0397, 0.5742], [4.5101, 3.4097, -1.4828], [2.4662, 3.7770, -2.8895], [0.3175, 2.7278, -2.1477], [0.7991, -1.9994, -1.0020], [-0.0219, -3.2340, -0.9024], [-0.2104, -3.8595, -2.6165], [-1.6954, -3.9831, -2.9178], [-2.3429, -2.7852, -2.2305], [-1.7803, -2.7619, -0.8178], [0.3659, -4.7752, -2.7414], [0.2455, -3.0603, -3.2023], [-2.0899, -4.9182, -2.5062], [-1.8780, -4.0002, -3.9944], [-3.4326, -2.8462, -2.2241], [-2.0786, -1.8534, -2.7263], [-2.2629, -3.4920, -0.1638], [-1.7999, -1.7841, -0.3327], [-3.1442, 0.6238, -3.6718], [-2.4412, 1.2800, -2.5482], [-1.5672, 0.4828, -1.6821]],
  "nbo_charge": [0.839, -0.625, -0.219, -0.621, 0.276, -0.438, -0.485, -0.257, 0.153, -0.676, 0.190, -0.254, -0.174, -0.282, 0.067, -0.468, 0.195, 0.226, 0.192, 0.219, 0.176, 0.386, 0.252, 0.208, 0.212, 0.213, 0.205, 0.212, 0.210, -0.983, 1.211, -0.612, -0.407, -0.426, -0.624, 0.213, 0.242, 0.186, 0.213, 0.212, 0.258, 0.206, 0.296, -1.011, 1.270, -1.175]
}

=====

{
  "formula": "C5H7N",
  "method": "ωB97M-V/def2-TZVPD",
  "lumo_ev": 1.07,
  "homo_ev": -9.86,
  "relative_energy_ev": 4.180,
  "orbital_gap_ev": 10.93,
  "symbols": ["C", "N", "C", "H", "H", "H", "C", "C", "C", "H", "H", "H", "H"],
  "positions_angstrom": [[-1.8691, -0.7137, 0.9708], [-1.9173, 0.5322, 0.8532], [-1.9000, -0.3088, -0.4170], [-1.8276, -1.4616, 1.7534], [-2.8285, -0.3458, -0.9852], [-0.9818, -0.2813, -1.0029], [1.9872, -0.7029, -0.8737], [1.6412, 0.3262, -0.1462], [1.2871, 1.3494, 0.5823], [2.3796, -0.5793, -1.8800], [1.9036, -1.7165, -0.4889], [2.0008, 1.8434, 1.2367], [0.2643, 1.7200, 0.5737]],
  "nbo_charge": [0.057, -0.313, -0.327, 0.210, 0.181, 0.193, -0.516, 0.099, -0.500, 0.225, 0.222, 0.226, 0.244]
}

=====

{
  "formula": "C12H23GaN2O2P2Se",
  "method": "ωB97M-V/def2-TZVPD",
  "lumo_ev": -7.38,
  "homo_ev": -13.91,
  "total_charge": 2,
  "orbital_gap_ev": 6.52,
  "symbols": ["Ga", "P", "C", "C", "N", "C", "C", "C", "C", "C", "P", "H", "H", "H", "H", "H", "H", "H", "H", "O", "H", "H", "O", "H", "C", "H", "H", "H", "C", "H", "H", "H", "C", "H", "H", "H", "C", "H", "H", "H", "Se", "C", "N"],
  "positions_angstrom": [[0.0324, 0.2667, 1.1583], [-2.2084, 0.1889, 0.6992], [-2.1228, 0.5699, -1.0945], [-0.8317, 1.2636, -1.4843], [0.2267, 1.2177, -0.6228], [1.4841, 1.4903, -1.0565], [1.6429, 2.2127, -2.2304], [0.5360, 2.4567, -3.0487], [-0.7049, 1.9572, -2.6784], [2.6696, 1.0768, -0.2265], [2.2865, -0.4120, 0.8002], [-1.6104, 2.0847, -3.2813], [2.6386, 2.5114, -2.5379], [0.6320, 2.9989, -3.9937], [3.5544, 0.8311, -0.8377], [2.9518, 1.8629, 0.4938], [-2.1949, -0.3659, -1.6624], [-3.0120, 1.1933, -1.3425], [-1.3387, -2.6091, -1.9069], [-1.5553, -2.1502, -2.7311], [-2.3498, -2.5921, -3.0594], [-0.2880, -2.4871, 0.3052], [-0.5003, -3.3194, -0.1227], [0.3314, -3.6286, -0.5320], [2.7818, -1.7911, -0.2956], [3.8072, -1.6280, -0.6559], [2.7506, -2.7486, 0.2426], [2.1188, -1.8591, -1.1683], [3.5003, -0.3984, 2.1542], [3.4158, -1.3126, 2.7533], [4.5275, -0.3233, 1.7789], [3.3136, 0.4516, 2.8180], [-2.9360, 1.6699, 1.4942], [-3.9467, 1.8399, 1.1235], [-2.9809, 1.5281, 2.5791], [-2.3135, 2.5441, 1.3019], [-3.4092, -1.1576, 0.8793], [-3.6335, -1.3300, 1.9361], [-4.3470, -0.9064, 0.3715], [-3.0145, -2.0863, 0.4552], [0.0469, 0.3694, 5.9612], [0.0258, 0.2765, 4.2338], [0.0238, 0.2434, 3.0304]],
  "nbo_charge": [1.299, 0.927, -0.795, 0.286, -0.631, 0.244, -0.216, -0.066, -0.220, -0.755, 0.941, 0.262, 0.258, 0.267, 0.286, 0.286, 0.330, 0.283, 0.485, -0.968, 0.492, 0.451, -0.919, 0.492, -0.940, 0.276, 0.274, 0.259, -0.937, 0.286, 0.279, 0.278, -0.924, 0.277, 0.284, 0.262, -0.930, 0.286, 0.280, 0.277, 0.168, 0.175, -0.948]
}

=====

{
  "formula": "C2H7NO3",
  "method": "ωB97M-V/def2-TZVPD",
  "lumo_ev": 0.45,
  "homo_ev": -10.29,
  "relative_energy_ev": 0.560,
  "orbital_gap_ev": 10.75,
  "symbols": ["C", "N", "C", "O", "O", "H", "H", "H", "H", "H", "O", "H", "H"],
  "positions_angstrom": [[2.5311, 0.5887, -0.5879], [1.6183, 0.3564, 0.5515], [0.3002, 0.0392, 0.3877], [-0.5927, 0.4146, 1.0914], [0.0378, -0.7644, -0.6947], [2.8302, 1.6352, -0.5193], [2.0584, 0.4160, -1.5433], [3.4100, -0.0242, -0.4090], [1.6957, 0.9077, 1.3883], [0.7083, -1.4230, -0.7741], [-3.5720, -0.4727, -0.5341], [-3.4914, -1.1675, 0.1222], [-2.7554, -0.0022, -0.4325]],
  "nbo_charge": [-0.420, -0.653, 0.877, -0.614, -0.707, 0.206, 0.223, 0.201, 0.405, 0.483, -0.941, 0.465, 0.476]
}

=====

{
  "formula": "C2H2Cl3NS",
  "method": "ωB97M-V/def2-TZVPD",
  "lumo_ev": 0.45,
  "homo_ev": -9.56,
  "relative_energy_ev": 0.920,
  "orbital_gap_ev": 10.00,
  "symbols": ["S", "C", "Cl", "Cl", "Cl", "H", "C", "N", "H"],
  "positions_angstrom": [[2.0732, -0.3788, -1.0692], [0.6750, 0.4153, -1.9257], [0.0910, 1.7304, -0.7713], [-0.5462, -0.8015, -2.0747], [1.0954, 1.0076, -3.5117], [1.6145, -0.1885, 0.1812], [-1.6900, -0.5809, 3.0870], [-0.7719, -0.7427, 2.4232], [-2.5409, -0.4609, 3.6612]],
  "nbo_charge": [0.041, -0.312, -0.013, 0.052, 0.073, 0.160, 0.085, -0.307, 0.222]
}

=====

{
  "formula": "C2HN3O3",
  "method": "ωB97M-V/def2-TZVPD",
  "lumo_ev": -0.88,
  "homo_ev": -10.27,
  "relative_energy_ev": 7.293,
  "orbital_gap_ev": 9.39,
  "symbols": ["O", "C", "N", "N", "O", "N", "C", "O", "H"],
  "positions_angstrom": [[-0.5349, 2.1134, -0.3495], [0.1754, 1.1482, 0.0355], [1.5276, 1.1121, 0.3169], [2.0557, 0.0654, -0.0020], [1.4995, -1.0759, -0.2495], [0.0372, -1.2696, -0.1738], [-0.6550, -0.2550, 0.2234], [-1.9992, -0.3710, 0.0642], [-2.1063, -1.4676, 0.1349]],
  "nbo_charge": [-0.469, 0.568, -0.260, 0.229, -0.156, -0.209, 0.407, -0.615, 0.506]
}

=====

{
  "formula": "C5H7N3",
  "method": "ωB97M-V/def2-TZVPD",
  "lumo_ev": 0.51,
  "homo_ev": -9.45,
  "relative_energy_ev": 5.434,
  "orbital_gap_ev": 9.96,
  "symbols": ["H", "N", "C", "N", "C", "C", "C", "C", "N", "H", "H", "H", "H", "H", "H"],
  "positions_angstrom": [[1.9170, 2.8018, 0.2497], [1.1697, 2.5291, 1.0688], [0.4857, 1.3009, 1.0659], [0.5773, 0.1410, 0.2318], [0.3218, 0.2466, -1.2085], [-0.3167, -1.2295, -0.9745], [-0.2195, -1.0162, 0.4740], [-1.5669, -0.5869, 0.9149], [-2.6393, -0.5673, 1.2967], [0.0936, 0.9690, 2.1258], [1.2853, 0.1115, -1.8634], [-0.2389, 1.1562, -1.6081], [-1.3674, -1.7557, -1.4240], [0.1811, -2.1639, -1.2315], [0.3172, -1.9366, 0.8823]],
  "nbo_charge": [0.353, -0.683, 0.263, -0.437, -0.220, -0.406, -0.167, 0.245, -0.286, 0.188, 0.205, 0.228, 0.236, 0.230, 0.252]
}